Here is a cluster of 2 separate species, C23H34F13N5O7PS2 in total in a non-equilibrium geometry from the OMol25 dataset. Energies are from ωB97M-V/def2-TZVPD.

The geometry in XYZ format:
```
85
Properties=species:S:1:pos:R:3:mulliken_charge:R:1
C -1.054 1.801 5.308 -0.81
O -0.700 2.399 4.065 -0.32
C -1.732 2.384 3.110 -0.83
C -2.085 0.992 2.638 1.16
C -3.284 0.943 1.685 -0.88
C -3.192 1.946 0.534 -1.58
C -1.974 1.710 -0.376 0.44
C -2.403 0.870 -1.592 -1.53
C -1.282 0.216 -2.325 1.11
C -1.272 -1.192 -2.501 -0.30
C -2.414 -2.037 -1.967 -1.75
C -1.979 -2.586 -0.583 -0.32
C -1.831 -4.086 -0.568 0.69
F -1.185 -4.594 -1.627 -0.28
F -3.083 -4.615 -0.583 -0.37
C -1.177 -4.591 0.744 0.67
F -1.861 -4.102 1.791 -0.27
F -1.314 -5.924 0.770 -0.31
C 0.357 -4.259 0.805 0.50
F 1.015 -5.389 0.493 -0.33
F 0.702 -3.365 -0.143 -0.13
C 0.907 -3.826 2.198 0.41
F 2.229 -4.045 2.183 -0.26
F 0.410 -4.565 3.183 -0.25
S 0.674 -1.976 2.555 1.50
F -0.524 -1.809 1.545 -0.14
F -0.349 -2.296 3.705 -0.37
F 1.839 -2.066 3.617 -0.38
F 1.737 -1.579 1.473 -0.36
F 0.526 -0.440 2.936 -0.51
N -0.333 -1.891 -3.060 -1.14
N 0.708 -1.222 -3.560 1.13
P 1.952 -2.299 -4.293 0.64
N 3.326 -2.178 -3.649 -0.63
O 1.378 -3.738 -4.149 -0.40
O 1.845 -2.028 -5.864 -0.52
C 0.785 0.101 -3.496 0.94
C 1.992 0.759 -4.143 -1.92
C 3.101 1.003 -3.172 -0.30
N 3.049 0.589 -1.981 -0.34
C -0.191 0.895 -2.860 0.98
C -0.066 2.393 -2.782 -1.92
C 0.728 2.888 -1.589 0.15
N 0.472 4.040 -1.135 -0.75
H -0.696 0.773 5.336 0.22
H -0.629 2.389 6.107 0.26
H -2.137 1.751 5.399 0.41
H -1.371 3.002 2.297 0.27
H -2.626 2.875 3.514 0.28
H -2.290 0.317 3.462 0.81
H -1.227 0.573 2.115 -1.04
H -4.205 1.141 2.221 0.45
H -3.305 -0.054 1.246 0.05
H -4.091 1.954 -0.075 0.50
H -3.099 2.953 0.925 0.67
H -1.612 2.682 -0.658 0.01
H -1.175 1.215 0.167 0.26
H -3.109 0.155 -1.200 0.18
H -2.946 1.516 -2.283 0.40
H -3.339 -1.490 -1.924 0.80
H -2.556 -2.822 -2.700 0.61
H -1.055 -2.091 -0.324 0.06
H -2.748 -2.313 0.125 0.71
H 3.336 -1.485 -2.907 0.32
H 0.602 -3.890 -4.706 0.32
H 1.231 -1.310 -6.058 0.41
H 1.678 1.733 -4.495 0.49
H 2.351 0.237 -5.022 0.65
H 3.945 1.581 -3.537 0.52
H 3.889 0.869 -1.479 0.19
H 0.334 2.818 -3.694 0.81
H -1.067 2.787 -2.697 0.54
H 1.477 2.265 -1.114 0.28
H 1.067 4.249 -0.336 0.28
C 3.131 2.337 3.183 -0.38
C 2.358 1.966 1.938 0.57
O 1.869 3.211 1.429 -0.03
S 2.924 4.376 1.758 1.12
O 3.734 4.586 0.613 -0.56
O 2.236 5.435 2.391 -0.54
O 3.785 3.566 2.840 -0.38
H 2.464 2.521 4.028 0.33
H 3.866 1.586 3.460 0.37
H 1.541 1.280 2.134 -0.55
H 3.015 1.526 1.182 0.17
```

Summary:
HOMO level, eV: -12.0
Max |F|, eV/Å: 2.50
LUMO level, eV: -4.66
Total charge: +1

Here is a cluster of 2 separate species, C7H14S in total in a non-equilibrium geometry from the OMol25 dataset. Energies are from ωB97M-V/def2-TZVPD.

The geometry in XYZ format:
```
22
Properties=species:S:1:pos:R:3:mulliken_charge:R:1
C -2.155 -0.646 -0.695 -0.85
C -1.295 -1.026 0.172 0.87
C -0.878 -1.856 1.282 -1.23
C -0.189 2.040 0.469 -1.08
C 0.968 0.324 -1.555 -1.72
C 0.993 1.201 0.845 -0.58
C 0.904 -0.052 -0.098 0.50
S 1.987 -1.479 0.269 -0.28
H -1.814 0.133 -1.463 0.10
H -3.120 -0.996 -0.629 0.39
H -0.082 -2.351 0.909 0.36
H -0.550 -1.191 2.149 0.21
H -1.586 -2.624 1.605 0.36
H -0.321 1.967 -0.563 0.35
H -0.182 3.012 0.998 0.35
H -1.156 1.678 0.863 0.26
H 1.704 1.056 -1.808 0.31
H -0.064 0.481 -1.912 0.29
H 1.118 -0.644 -2.244 0.47
H 2.007 1.636 0.605 0.29
H 1.111 0.827 1.802 0.47
H 2.598 -1.490 -1.001 0.16
```

Summary:
HOMO level, eV: -7.5
Max |F|, eV/Å: 4.62
LUMO level, eV: 0.67
Relative energy (zero: lowest compared OMol25 entry of this formula, charge and spin), kcal per mole: 116.7
Total charge: 0